The molecule C5H7NO. Source: the OMol25 dataset; level of theory: wB97M-V/def2-TZVPD.

The geometry in XYZ format:
```
14
Properties=species:S:1:pos:R:3:nbo_charge:R:1
C 2.56664 1.19820 -0.01550 -0.260
C 1.86659 0.22286 -0.11919 -0.002
C 0.98369 -0.93950 -0.27134 -0.490
C -0.31067 -0.82516 0.53999 -0.212
N -0.96731 0.44754 0.32947 -0.623
C -2.30259 0.58353 0.53784 0.531
O -3.07096 -0.33881 0.72846 -0.612
H 3.21223 2.04537 0.06630 0.243
H 1.51349 -1.84243 0.05210 0.243
H 0.74819 -1.06550 -1.33370 0.239
H -1.00958 -1.60753 0.23553 0.234
H -0.09745 -0.97210 1.60666 0.192
H -0.39003 1.27747 0.31847 0.405
H -2.62817 1.63966 0.50792 0.110
```

The value obtained for the total energy is -324.6612 hartree. For the orbital gap, the calculation gives 10.675 eV. The structure (SMILES) is C#CCCNC=O. As for the charge: 0. The calculation puts the lowest unoccupied orbital energy at 0.844 eV. The value obtained for the HOMO energy is -9.8 eV. Its energy above the lowest of the compared OMol25 structures with the same formula, charge and spin is 166.13 kJ/mol.

A structure of composition C4H12N2OS. Source: the OMol25 dataset; level of theory: wB97M-V/def2-TZVPD.

The geometry in XYZ format:
```
20
Properties=species:S:1:pos:R:3:nbo_charge:R:1
C 0.38958 -0.10608 -1.11249 -0.238
N -0.23181 1.07383 -1.56712 -0.654
C -0.15991 -0.43231 0.28232 0.005
C 0.89200 -1.43149 1.09186 -0.586
S 2.34356 -0.55619 1.40174 0.028
N -1.41457 -0.85893 0.32708 -0.498
C -2.40050 0.27185 0.53180 0.107
O -2.11355 1.30586 -0.24204 -0.699
H 1.46901 -0.01619 -1.00277 0.217
H 0.23001 -0.93756 -1.79315 0.182
H 4.12729 1.77877 -0.00619 0.003
H 0.34799 1.87972 -1.33804 0.361
H -0.06108 0.51202 0.83025 0.227
H 1.04547 -2.36922 0.53315 0.225
H 0.35754 -1.53268 2.04926 0.257
H 3.79066 1.17190 -0.25394 -0.007
H -1.63895 -1.31459 -0.54413 0.371
H -3.40519 -0.11247 0.27693 0.159
H -2.39733 0.46276 1.59820 0.138
H -1.17023 1.21100 -1.06272 0.404
```

The value obtained for the total energy is -742.2953 hartree. For the orbital gap, the calculation gives 4.794 eV. As for the charge: 0. The calculation puts the lowest unoccupied orbital energy at -3.572 eV. The value obtained for the HOMO energy is -8.4 eV. Its energy above the lowest of the compared OMol25 structures with the same formula, charge and spin is 697.84 kJ/mol.

A cluster of 2 separate species, C12H17N in total. Source: the OMol25 dataset; level of theory: wB97M-V/def2-TZVPD.

The geometry in XYZ format:
```
30
Properties=species:S:1:pos:R:3:nbo_charge:R:1
C -0.62511 1.46878 -2.38610 -0.617
C -1.45721 1.34565 -3.64796 -0.614
H 0.43249 1.26334 -2.56025 0.203
H -0.56452 2.41846 -1.81051 0.218
H -1.10167 0.75021 -1.76050 0.175
H -1.06829 0.51655 -4.28285 0.206
H -1.37396 2.29012 -4.21205 0.220
H -2.52321 1.16109 -3.51616 0.210
C -0.94314 -0.26259 2.81023 -0.474
C -1.69742 -1.47649 3.40131 -0.626
C -0.42660 -0.55217 1.44402 0.158
C -1.21595 -0.94304 0.34574 0.117
C 0.88821 -0.22675 1.01999 -0.148
C 0.91696 -0.81543 -0.26836 0.186
C 1.88469 0.61628 1.46518 -0.087
C 2.03509 -0.82029 -1.09368 -0.202
C 2.97363 0.70557 0.61598 -0.230
C 3.07601 0.04683 -0.61468 -0.094
N -0.35154 -1.31362 -0.64839 -0.473
H -1.65734 0.59078 2.85178 0.261
H -0.12747 0.24710 3.40959 0.233
H -1.56126 -1.65531 4.45633 0.247
H -2.22312 -0.74976 0.08411 0.253
H -0.46420 -1.91672 -1.43881 0.449
H 1.73016 0.90309 2.46402 0.237
H 1.95089 -1.31898 -2.09486 0.248
H 3.87157 1.21986 0.95219 0.246
H 3.91045 0.18139 -1.26861 0.241
H -1.56260 -2.52894 2.92714 0.228
H -2.72552 -1.14502 3.35616 0.227
```

The value obtained for the total energy is -521.8690 hartree. The spin multiplicity is 2. For the orbital gap (alpha / beta), the calculation gives 8.959 / 6.385 eV. As for the charge: +1. The calculation puts the lowest unoccupied orbital energy (alpha / beta) at -3.982 / -6.825 eV. The value obtained for the HOMO energy (alpha / beta) is -12.9 / -13.2 eV. Its energy above the lowest of the compared OMol25 structures with the same formula, charge and spin is 193.42 kJ/mol.